C4H11N2O in the gas phase, computed with ωB97M-V/def2-TZVPD.

```
18
Properties=species:S:1:pos:R:3:mulliken_spin:R:1
C 1.9356 0.6531 -0.5134 0.00
O 3.0414 0.8339 0.2242 0.86
C 0.6664 0.2064 0.2722 0.01
C -0.3791 -0.2880 -0.7150 0.01
C -1.7854 -0.5520 -0.1479 0.00
N -2.4067 0.5245 0.5638 0.00
N 0.9793 -0.8219 1.2816 0.00
H 1.7345 1.5341 -1.1523 0.03
H 2.0968 -0.1533 -1.2515 0.09
H 0.2698 1.0575 0.8316 0.00
H 0.0065 -1.1882 -1.2085 0.00
H -0.4773 0.4811 -1.4779 0.00
H -1.7718 -1.4182 0.5145 0.00
H -2.4123 -0.8202 -1.0092 0.00
H -1.8147 0.9247 1.2808 0.00
H -2.7112 1.3096 -0.0030 0.00
H 1.8755 -0.5779 1.6970 0.00
H 1.1525 -1.7053 0.8130 0.00
```

Values from the calculation:
* net charge: 0
* energy relative to the best compared isomer or geometry (same formula, charge and spin): 15.9 kcal per mole
* E: -9351.8303 eV
* gap between HOMO and LUMO (alpha / beta): 10.16 / 7.51 eV
* spin multiplicity: 2
* F_max: 1.2 eV/A
* HOMO energy (alpha / beta): -9.2 / -9.2 eV


A gas-phase ion, C4H11N2O (charge +1), computed with ωB97M-V/def2-TZVPD.

```
18
Properties=species:S:1:pos:R:3:nbo_charge:R:1
N -1.1886 -0.0699 0.9057 -0.87
C -0.4750 0.2064 -0.3258 -0.16
C -1.2012 -0.2151 -1.6010 0.41
O -1.8083 -1.2531 -1.6280 -0.48
C 0.9202 -0.4396 -0.2291 -0.42
C 1.9151 0.5255 0.4236 -0.21
N 1.3624 0.8665 1.7950 -0.68
H -1.2488 -1.0575 1.0645 0.38
H -2.1576 0.2270 0.9009 0.40
H -0.3381 1.2759 -0.3662 0.18
H -1.1809 0.4338 -2.4898 0.14
H 1.2739 -0.8215 -1.1825 0.26
H 0.8387 -1.3180 0.3978 0.22
H 1.9617 1.4035 -0.1932 0.23
H 2.8577 0.0154 0.6169 0.24
H 0.5608 1.5025 1.7074 0.45
H 2.0753 1.2914 2.3701 0.44
H 0.9324 0.0336 2.1805 0.46
```

Values from the calculation:
* net charge: +1
* energy relative to the best compared isomer or geometry (same formula, charge and spin): 42.1 kcal per mole
* E: -9347.0333 eV
* gap between HOMO and LUMO: 9.88 eV
* F_max: 1.6 eV/A
* HOMO energy: -13.4 eV


A gas-phase ion, C4H11N2O (charge +1), computed with ωB97M-V/def2-TZVPD.

```
18
Properties=species:S:1:pos:R:3:nbo_charge:R:1
C 1.4647 -0.6930 2.6427 -0.62
C 0.7918 -1.1806 1.3335 -0.21
N 0.9422 -0.2118 0.2510 -0.58
C 0.1456 0.4373 -0.5895 0.66
O 0.4091 1.2624 -1.4475 -0.61
C -1.3664 0.1530 -0.4390 -0.32
N -1.9474 0.3208 -1.8622 -0.68
H 2.5179 -0.4721 2.5643 0.23
H 1.0605 -1.4184 3.3769 0.24
H 0.9298 0.2039 2.9236 0.21
H -0.2766 -1.1944 1.6202 0.20
H 1.1731 -2.1216 0.9259 0.22
H 1.7937 0.3495 0.3128 0.42
H -1.8185 0.9467 0.1499 0.25
H -1.7878 -0.7882 -0.0983 0.24
H -2.7632 0.9220 -1.7501 0.44
H -2.3635 -0.5299 -2.2436 0.44
H -1.2089 0.7205 -2.4536 0.48
```

Values from the calculation:
* net charge: +1
* energy relative to the best compared isomer or geometry (same formula, charge and spin): 35.2 kcal per mole
* E: -9347.3289 eV
* gap between HOMO and LUMO: 10.59 eV
* F_max: 2.8 eV/A
* HOMO energy: -14.2 eV


A gas-phase ion, C4H11N2O (charge +1), computed with ωB97M-V/def2-TZVPD.

```
18
Properties=species:S:1:pos:R:3:nbo_charge:R:1
C 1.4169 1.0022 0.0460 -0.42
N 0.4474 0.0029 -0.4954 -0.36
C 1.1285 -1.3666 -0.5257 -0.41
C -0.9101 -0.0136 0.1890 0.49
N -0.5815 -0.2543 1.4921 -0.86
C -2.0546 0.6861 -0.4278 -0.10
O -1.9063 -0.7187 -0.4795 -0.44
H 1.9641 1.5103 -0.6844 0.24
H 0.9329 1.7657 0.5998 0.23
H 2.2409 0.4123 0.5892 0.24
H 0.3140 0.3222 -1.4639 0.43
H 1.2752 -1.7664 0.4567 0.25
H 0.3472 -1.9827 -0.9367 0.24
H 2.0536 -1.2866 -1.0798 0.24
H -1.0513 -1.0039 1.9099 0.41
H -0.7893 0.5015 2.1462 0.40
H -2.9221 1.1200 0.0612 0.23
H -1.9054 1.0696 -1.3969 0.19
```

Values from the calculation:
* net charge: +1
* energy relative to the best compared isomer or geometry (same formula, charge and spin): 75.8 kcal per mole
* E: -9345.5713 eV
* gap between HOMO and LUMO: 12.10 eV
* F_max: 3.0 eV/A
* HOMO energy: -15.1 eV


A gas-phase ion, C4H11N2O (charge +1), computed with ωB97M-V/def2-TZVPD.

```
18
Properties=species:S:1:pos:R:3:nbo_charge:R:1
N -1.5029 -0.2087 0.6709 -0.88
C -0.7865 0.1681 -0.5210 -0.16
C -1.4597 -0.2399 -1.8286 0.40
O -2.3661 -1.0317 -1.7795 -0.49
C 0.6166 -0.5075 -0.6202 -0.44
C 1.6497 -0.2198 0.4915 -0.22
N 1.1468 0.8105 1.5044 -0.71
H -1.9412 -1.1282 0.4884 0.42
H -2.2006 0.4877 0.9397 0.39
H -0.6892 1.2889 -0.5499 0.20
H -1.2342 0.1899 -2.8194 0.16
H 0.9490 -0.2339 -1.6326 0.24
H 0.4826 -1.6167 -0.5744 0.25
H 2.5481 0.1663 -0.0389 0.25
H 1.7989 -1.1098 1.0805 0.24
H 1.5547 1.6922 1.2116 0.44
H 1.3274 0.6817 2.5142 0.45
H 0.1069 0.8109 1.4634 0.47
```

Values from the calculation:
* net charge: +1
* energy relative to the best compared isomer or geometry (same formula, charge and spin): 48.2 kcal per mole
* E: -9346.7656 eV
* gap between HOMO and LUMO: 9.86 eV
* F_max: 1.9 eV/A
* HOMO energy: -13.5 eV


A gas-phase ion, C4H11N2O (charge +2), computed with ωB97M-V/def2-TZVPD.

```
18
Properties=species:S:1:pos:R:3:mulliken_spin:R:1
C 0.0282 -1.6261 0.2603 0.00
C -0.7583 -0.6898 -0.6446 0.00
C -0.6663 0.8655 -0.6696 0.06
C 0.6660 1.5138 -0.2842 0.00
N 1.3582 2.0704 -1.2137 0.04
O 1.0286 1.4421 0.9044 0.87
N -0.1460 -1.2940 1.7668 0.00
H -0.3717 -2.6432 0.2470 0.00
H 1.1010 -1.6880 0.0791 0.00
H -0.5684 -1.0159 -1.6462 0.00
H -1.8298 -0.8796 -0.5545 0.01
H -1.0193 1.1683 -1.6472 0.02
H -1.4208 1.2260 0.0290 0.00
H 2.2520 2.5044 -0.9714 0.00
H 0.8727 2.3510 -2.0590 0.00
H 0.2330 -0.3741 1.9016 0.00
H 0.3425 -1.8594 2.4763 0.00
H -1.1016 -1.0716 2.0260 0.00
```

Values from the calculation:
* net charge: +2
* energy relative to the best compared isomer or geometry (same formula, charge and spin): 9.0 kcal per mole
* E: -9334.5428 eV
* gap between HOMO and LUMO (alpha / beta): 13.26 / 7.96 eV
* spin multiplicity: 2
* F_max: 2.0 eV/A
* HOMO energy (alpha / beta): -21.3 / -21.3 eV


2 unconnected molecules or ions with the total composition C4H11N2O, computed with ωB97M-V/def2-TZVPD.

```
18
Properties=species:S:1:pos:R:3:mulliken_spin:R:1
N -2.3972 1.7173 -0.0176 -1.01
C -1.5425 -1.5512 -0.0858 0.54
C -0.5561 -0.5957 -0.4350 0.10
N 0.5350 -0.4055 0.5755 0.63
C 1.8293 -0.0058 0.0463 0.04
C 2.7989 0.2545 1.1657 0.05
O -0.5180 0.1620 -1.4208 0.50
H -2.0171 1.6277 -0.9812 0.01
H -2.9617 2.5380 -0.0405 0.00
H -2.7586 0.8211 0.1888 0.01
H -2.2634 -1.8278 -0.7936 0.02
H -1.4016 -2.2262 0.7758 0.03
H 0.5470 -1.4025 0.9080 -0.01
H 1.5604 0.9862 -0.4195 0.02
H 2.3397 -0.6295 -0.7065 0.06
H 3.7296 0.8324 0.8543 0.00
H 2.2505 0.9584 1.8806 0.00
H 2.9769 -0.7661 1.6478 0.00
```

Values from the calculation:
* net charge: +2
* energy relative to the best compared isomer or geometry (same formula, charge and spin): 147.4 kcal per mole
* E: -9328.5384 eV
* gap between HOMO and LUMO (alpha / beta): 5.68 / 6.74 eV
* spin multiplicity: 2
* F_max: 5.2 eV/A
* HOMO energy (alpha / beta): -19.7 / -19.9 eV


C4H11N2O2P in the gas phase, computed with ωB97M-V/def2-TZVPD.

```
20
Properties=species:S:1:pos:R:3:nbo_charge:R:1
H -2.0942 1.0681 3.0475 0.34
N -1.2376 1.1243 2.4810 -0.57
C -1.0330 0.1203 1.7950 -0.22
P 0.5996 0.0994 0.8539 2.13
O 1.5237 -0.8946 1.4558 -1.05
N 0.3106 -0.0324 -1.0110 -0.89
C 0.6790 -1.2737 -1.4859 -0.24
C -0.3937 -2.4147 -1.4326 -0.64
O 1.0980 1.6717 1.0483 -0.79
C 0.6051 2.7105 0.1618 -0.27
H -1.8034 -0.6824 1.6647 0.18
H -0.6590 0.3826 -1.0756 0.38
H 1.4807 -1.4697 -0.7734 0.23
H 1.0627 -1.0952 -2.4465 0.19
H -0.8438 -2.6017 -2.4142 0.21
H 0.0660 -3.4120 -1.2718 0.22
H -1.1713 -2.2615 -0.7209 0.20
H 0.6949 2.4115 -0.8207 0.20
H 1.4360 3.3802 0.3884 0.21
H -0.3203 3.1694 0.5558 0.20
```

Values from the calculation:
* net charge: 0
* energy relative to the best compared isomer or geometry (same formula, charge and spin): 49.2 kcal per mole
* E: -20689.6592 eV
* gap between HOMO and LUMO: 10.21 eV
* F_max: 7.4 eV/A
* HOMO energy: -9.5 eV